# 1
{"formula": "C19H24N4O3", "method": "ωB97M-V with the def2-TZVPD basis set", "symbols": ["C", "C", "C", "N", "C", "C", "C", "C", "N", "O", "O", "C", "N", "C", "C", "O", "C", "C", "C", "C", "C", "C", "C", "C", "C", "N", "H", "H", "H", "H", "H", "H", "H", "H", "H", "H", "H", "H", "H", "H", "H", "H", "H", "H", "H", "H", "H", "H", "H", "H"], "positions_angstrom": [[-0.860, -4.987, -1.120], [-0.589, -3.539, -0.736], [-1.355, -3.156, 0.553], [-1.051, -1.788, 0.918], [-1.861, -0.747, 0.553], [-3.269, -0.897, 0.575], [-4.077, 0.164, 0.302], [-3.564, 1.432, -0.019], [-4.482, 2.456, -0.267], [-5.677, 2.198, -0.232], [-4.070, 3.599, -0.510], [-2.152, 1.609, -0.060], [-1.613, 2.802, -0.397], [-0.212, 3.095, -0.502], [0.511, 3.168, 0.869], [1.344, 2.059, 1.127], [2.550, 1.962, 0.492], [3.026, 2.847, -0.468], [4.269, 2.636, -1.043], [5.044, 1.551, -0.678], [4.571, 0.670, 0.282], [3.338, 0.872, 0.864], [-1.347, 0.506, 0.230], [0.372, -1.618, 1.124], [1.143, -1.975, -0.158], [0.842, -3.323, -0.601], [-0.282, -5.246, -2.002], [-0.573, -5.656, -0.310], [-1.915, -5.133, -1.333], [-0.932, -2.875, -1.541], [-2.422, -3.287, 0.390], [-1.043, -3.814, 1.374], [-3.716, -1.837, 0.853], [-5.151, 0.060, 0.339], [-2.289, 3.550, -0.532], [0.287, 2.339, -1.120], [-0.128, 4.057, -1.011], [1.085, 4.097, 0.956], [-0.235, 3.145, 1.667], [2.443, 3.700, -0.778], [4.628, 3.331, -1.786], [6.009, 1.394, -1.134], [5.170, -0.178, 0.580], [2.963, 0.202, 1.623], [-0.283, 0.648, 0.192], [0.590, -0.607, 1.460], [0.668, -2.312, 1.922], [2.219, -1.886, -0.001], [0.852, -1.291, -0.961], [1.225, -3.997, 0.057]], "forces_ev_per_a": [[0.04, 0.38, -0.02], [-0.26, -0.30, 0.23], [-0.05, -0.17, -0.49], [0.07, -0.03, 0.24], [-0.23, 0.35, 0.05], [-0.08, -0.14, -0.08], [0.03, 0.18, -0.09], [0.73, -1.05, 0.31], [-0.75, 0.62, -0.14], [0.04, 0.11, -0.04], [-0.13, 0.04, -0.01], [-0.43, 0.28, -0.12], [-0.25, 0.47, -0.10], [0.24, -0.24, 0.35], [-0.21, 0.30, -0.19], [0.36, -0.31, 0.03], [0.07, -0.11, 0.04], [-0.31, 0.10, 0.13], [0.13, -0.07, -0.02], [0.12, 0.06, -0.12], [-0.05, -0.01, 0.03], [-0.17, 0.08, 0.02], [0.25, -0.15, 0.03], [0.31, 0.14, -0.32], [0.01, 0.13, 0.36], [0.13, -0.19, -0.12], [0.04, -0.06, -0.08], [0.03, -0.12, 0.11], [-0.12, -0.09, 0.00], [-0.04, -0.03, 0.08], [0.00, -0.01, 0.07], [-0.04, -0.04, -0.06], [-0.04, -0.06, 0.04], [0.00, -0.03, 0.02], [0.20, -0.30, 0.00], [0.04, 0.12, 0.00], [0.02, -0.09, -0.02], [0.00, -0.07, 0.02], [0.08, 0.07, -0.14], [-0.09, 0.07, -0.02], [0.03, 0.05, -0.06], [0.08, -0.01, -0.04], [0.05, -0.08, 0.03], [-0.05, -0.08, 0.11], [0.15, 0.02, 0.00], [-0.02, 0.02, 0.06], [0.03, 0.07, -0.03], [-0.01, 0.08, -0.03], [0.07, 0.07, 0.04], [0.00, 0.00, -0.03]], "e_lumo_ev": 0.03, "homo_lumo_gap_ha": 0.28803, "de_lowest_kj_mol": 529.9, "max_force_ev_per_a": 1.31}



# 2
{"formula": "C19H24N4O6", "method": "ωB97M-V with the def2-TZVPD basis set", "symbols": ["C", "C", "C", "C", "C", "C", "N", "C", "O", "N", "C", "C", "O", "N", "C", "O", "N", "C", "C", "C", "C", "C", "C", "O", "C", "C", "O", "C", "O", "H", "H", "H", "H", "H", "H", "H", "H", "H", "H", "H", "H", "H", "H", "H", "H", "H", "H", "H", "H", "H", "H", "H", "H"], "positions_angstrom": [[-2.057, -2.826, 0.285], [-3.439, -2.193, 0.126], [-4.518, -3.231, 0.436], [-3.571, -0.962, 1.042], [-4.269, 0.261, 0.407], [-5.697, -0.019, -0.052], [-4.221, 1.384, 1.323], [-3.410, 2.384, 0.922], [-3.152, 3.418, 1.472], [-2.912, 1.989, -0.340], [-2.006, 2.808, -1.111], [-0.556, 2.331, -0.992], [0.344, 3.083, -0.685], [-0.400, 1.009, -1.256], [0.743, 0.184, -1.061], [0.605, -1.010, -1.187], [1.857, 0.864, -0.740], [3.132, 0.353, -0.476], [3.439, -1.003, -0.537], [4.730, -1.424, -0.289], [5.730, -0.516, 0.032], [5.414, 0.843, 0.132], [4.121, 1.268, -0.133], [6.345, 1.784, 0.490], [7.514, 1.227, 1.049], [7.979, 0.034, 0.215], [7.005, -0.984, 0.239], [-3.410, 0.786, -0.735], [-3.167, 0.247, -1.791], [-1.874, -3.088, 1.326], [-1.272, -2.152, -0.051], [-1.991, -3.732, -0.311], [-3.543, -1.876, -0.915], [-5.516, -2.813, 0.344], [-4.394, -3.610, 1.449], [-4.437, -4.069, -0.251], [-4.124, -1.230, 1.945], [-2.575, -0.636, 1.354], [-6.280, -0.438, 0.765], [-6.168, 0.905, -0.382], [-5.684, -0.718, -0.883], [-4.680, 1.389, 2.217], [-2.306, 2.778, -2.164], [-2.067, 3.828, -0.725], [-1.205, 0.484, -1.595], [1.753, 1.876, -0.649], [2.673, -1.716, -0.788], [4.990, -2.468, -0.346], [3.904, 2.322, -0.062], [7.315, 0.894, 2.077], [8.261, 2.022, 1.058], [8.154, 0.363, -0.819], [8.894, -0.401, 0.621]], "forces_ev_per_a": [[-0.19, 0.16, -0.16], [0.00, -0.18, 0.17], [0.12, 0.18, -0.18], [0.06, 0.01, -0.42], [-0.18, -0.38, 0.17], [0.26, 0.07, -0.13], [-0.22, -0.16, 0.12], [-0.08, -0.01, 0.04], [0.18, 0.40, 0.14], [0.12, 0.15, -0.07], [0.13, 0.22, -0.02], [-0.33, 0.15, -0.05], [0.11, 0.32, 0.07], [0.02, -0.48, -0.11], [-0.24, 0.41, 0.05], [0.09, -0.38, -0.11], [0.04, 0.57, 0.05], [0.38, -0.31, 0.09], [-0.14, -0.08, -0.05], [0.29, 0.32, 0.10], [-0.05, 0.05, -0.07], [-0.03, -0.16, 0.04], [0.09, -0.16, -0.01], [-0.37, 0.03, -0.23], [0.40, -0.44, 0.04], [0.14, 0.52, 0.10], [-0.28, -0.18, 0.07], [-0.18, 0.11, 0.21], [0.01, -0.13, -0.26], [0.04, -0.05, 0.16], [0.11, 0.06, 0.00], [0.06, -0.14, -0.05], [-0.01, -0.02, 0.07], [-0.17, 0.00, 0.02], [-0.01, -0.05, 0.14], [-0.04, -0.13, -0.05], [0.00, 0.05, 0.09], [-0.01, 0.05, 0.07], [-0.05, -0.06, 0.07], [-0.05, 0.05, -0.04], [-0.06, -0.13, -0.06], [0.09, 0.10, 0.01], [0.00, 0.02, 0.11], [0.07, -0.19, -0.11], [0.13, 0.08, 0.06], [-0.17, -0.25, -0.09], [-0.02, -0.02, -0.01], [0.04, -0.14, -0.02], [-0.03, 0.17, 0.03], [0.03, 0.07, -0.09], [-0.03, -0.10, 0.02], [0.01, -0.05, 0.10], [-0.04, 0.09, -0.04]], "e_lumo_ev": 0.59, "homo_lumo_gap_ha": 0.31123, "de_lowest_kj_mol": 43.0, "max_force_ev_per_a": 0.59}



# 3
{"formula": "C19H25BF7NO", "method": "ωB97M-V with the def2-TZVPD basis set", "symbols": ["C", "C", "C", "C", "C", "C", "C", "C", "F", "C", "F", "F", "C", "C", "C", "C", "C", "C", "C", "C", "C", "C", "N", "O", "H", "H", "H", "H", "H", "H", "H", "H", "H", "H", "H", "H", "H", "H", "H", "H", "H", "H", "H", "H", "H", "H", "H", "H", "H", "B", "F", "F", "F", "F"], "positions_angstrom": [[-3.305, -1.088, -1.323], [-2.596, 0.230, -0.885], [-3.704, 1.115, -0.257], [-1.569, -0.165, 0.222], [-0.187, 0.559, 0.160], [0.230, 0.831, 1.651], [0.193, -0.424, 2.557], [1.352, -0.521, 3.514], [2.443, 0.269, 3.352], [1.363, -1.335, 4.574], [0.814, -2.535, 4.469], [1.873, -0.993, 5.749], [0.942, -0.252, -0.476], [0.938, -1.625, -0.518], [1.947, -2.340, -1.114], [3.016, -1.725, -1.702], [3.055, -0.349, -1.636], [2.050, 0.359, -1.041], [-0.415, 1.958, -0.477], [-1.145, 1.975, -1.857], [-1.983, 3.300, -1.911], [-0.058, 2.161, -2.948], [-1.981, 0.792, -2.110], [-1.342, -0.151, -2.725], [-2.597, -1.916, -1.378], [-4.083, -1.357, -0.601], [-3.770, -0.982, -2.308], [-4.285, 0.475, 0.407], [-3.270, 1.955, 0.293], [-4.348, 1.471, -1.071], [-2.022, 0.131, 1.178], [-1.496, -1.250, 0.260], [1.198, 1.337, 1.717], [-0.523, 1.542, 2.023], [0.053, -1.349, 1.987], [-0.707, -0.336, 3.178], [0.143, -2.218, -0.080], [1.893, -3.425, -1.116], [3.825, -2.238, -2.209], [3.884, 0.192, -2.085], [2.145, 1.442, -1.056], [0.566, 2.431, -0.561], [-0.953, 2.565, 0.263], [-2.308, 3.639, -0.927], [-1.474, 4.068, -2.495], [-2.894, 3.050, -2.477], [0.590, 2.970, -2.592], [0.579, 1.285, -3.062], [-0.512, 2.511, -3.881], [3.691, -3.208, 2.266], [2.629, -2.428, 1.748], [3.158, -4.340, 2.921], [4.526, -3.623, 1.207], [4.432, -2.436, 3.185]], "forces_ev_per_a": [[0.02, 0.10, -0.15], [-1.58, -1.45, 0.66], [0.67, 0.13, -0.94], [0.18, 0.74, -0.11], [-0.08, 0.09, 0.83], [-0.36, -0.05, -0.19], [0.06, 0.00, -0.22], [0.43, -0.62, 0.35], [-0.85, 0.82, 0.32], [-0.07, 0.89, -1.46], [-0.65, 0.34, 1.25], [0.63, -1.12, -0.06], [-0.53, 0.37, -0.38], [-0.73, -0.65, 0.27], [0.19, -1.35, -0.23], [0.47, 0.39, -0.29], [0.84, 0.21, -0.53], [-0.19, 1.18, 0.19], [0.11, -1.07, 0.34], [1.24, 2.54, -0.06], [-0.91, -1.21, -0.56], [-0.17, -0.02, 0.34], [1.49, -0.92, 1.25], [-0.35, 0.38, -0.59], [-0.07, 0.15, -0.13], [0.16, 0.07, -0.04], [0.01, 0.06, 0.16], [0.08, 0.27, 0.09], [-0.26, -0.03, -0.04], [-0.05, 0.11, 0.32], [0.00, -0.08, -0.17], [0.23, 0.17, -0.07], [-0.06, -0.20, -0.23], [0.25, -0.06, 0.13], [0.42, 0.14, -0.06], [0.13, -0.14, -0.08], [0.00, 0.20, -0.02], [-0.02, 0.13, 0.10], [-0.18, -0.27, 0.20], [-0.06, -0.06, 0.09], [-0.06, -0.13, 0.10], [-0.26, 0.12, -0.15], [-0.15, -0.20, -0.19], [0.20, 0.19, -0.15], [0.08, 0.07, 0.43], [0.10, 0.27, 0.08], [-0.17, -0.03, -0.12], [-0.28, 0.01, -0.27], [0.13, -0.44, -0.07], [0.13, -0.08, 0.06], [-0.02, -0.04, 0.05], [0.00, 0.08, -0.05], [-0.09, 0.04, 0.04], [-0.09, -0.04, -0.05]], "multiplicity": 2, "e_lumo_ev": [2.39, 2.08], "charge": -1, "s2": 0.754, "homo_lumo_gap_ha": [0.29231, 0.28106], "de_lowest_kj_mol": 89.3, "max_force_ev_per_a": 2.83}



# 4
{"formula": "C19H25BrCaN9O2P", "method": "ωB97M-V with the def2-TZVPD basis set", "symbols": ["Ca", "C", "N", "C", "C", "N", "C", "P", "C", "N", "C", "C", "N", "C", "C", "N", "C", "C", "N", "C", "H", "H", "H", "H", "H", "H", "H", "H", "H", "H", "H", "H", "H", "H", "H", "C", "O", "C", "O", "N", "N", "H", "H", "H", "H", "H", "H", "Br", "C", "C", "C", "C", "C", "N", "H", "H", "H", "H"], "positions_angstrom": [[-1.019, 0.284, -0.459], [4.349, 1.149, -1.812], [2.940, 1.437, -1.790], [2.371, 2.584, -2.238], [1.023, 2.446, -2.046], [0.768, 1.238, -1.488], [1.941, 0.635, -1.340], [2.238, -1.102, -0.832], [1.436, -1.074, 0.816], [0.233, -0.596, 1.096], [0.028, -0.808, 2.418], [1.126, -1.428, 2.952], [2.007, -1.590, 1.931], [3.305, -2.206, 2.022], [0.842, -1.829, -1.761], [-0.379, -1.321, -1.877], [-1.053, -2.122, -2.733], [-0.228, -3.134, -3.148], [0.963, -2.940, -2.529], [2.118, -3.786, -2.657], [4.888, 2.038, -2.133], [4.567, 0.340, -2.511], [4.693, 0.868, -0.817], [2.943, 3.392, -2.648], [0.241, 3.138, -2.306], [-0.881, -0.500, 2.899], [1.334, -1.757, 3.952], [3.511, -2.470, 3.057], [4.077, -1.516, 1.676], [3.340, -3.113, 1.415], [-2.073, -1.924, -3.006], [-0.400, -3.952, -3.818], [1.876, -4.620, -3.313], [2.408, -4.181, -1.683], [2.955, -3.234, -3.086], [-5.428, -2.594, 1.212], [-4.323, -2.165, 0.419], [-3.712, -1.018, 0.636], [-2.765, -0.702, -0.071], [-4.129, -0.234, 1.655], [-3.509, 1.015, 1.823], [-5.682, -3.582, 0.833], [-6.289, -1.933, 1.090], [-5.154, -2.678, 2.266], [-5.001, -0.420, 2.144], [-3.315, 1.167, 2.810], [-4.117, 1.766, 1.493], [-2.506, 2.614, -1.161], [-1.310, 3.304, 0.163], [-1.213, 4.668, 0.385], [-0.282, 5.098, 1.321], [0.481, 4.152, 1.994], [0.278, 2.809, 1.704], [-0.603, 2.389, 0.801], [-1.830, 5.364, -0.160], [-0.150, 6.151, 1.517], [1.227, 4.448, 2.714], [0.843, 2.033, 2.209]], "forces_ev_per_a": [[-0.47, 1.88, -0.30], [0.74, -0.26, -0.01], [-0.48, 0.03, 0.07], [-0.39, 0.20, -0.02], [0.38, 0.28, -0.18], [1.00, 0.24, -0.46], [0.18, -0.17, -0.11], [-0.37, 0.16, 0.03], [0.32, -0.09, -0.07], [1.09, -0.68, 0.88], [0.20, -0.16, 0.48], [-0.41, 0.14, 0.20], [-0.40, 0.26, -0.24], [0.73, -0.34, -0.04], [0.27, -0.01, -0.14], [0.66, -0.90, -0.51], [0.01, -0.41, -0.28], [-0.49, 0.13, -0.10], [-0.38, 0.44, 0.19], [0.68, -0.40, -0.03], [-0.05, -0.06, 0.04], [0.00, 0.05, 0.05], [0.03, 0.03, -0.08], [0.16, 0.10, -0.08], [-0.04, 0.07, 0.02], [-0.08, -0.02, 0.13], [0.07, -0.06, 0.11], [-0.06, 0.04, -0.07], [-0.07, -0.10, 0.07], [0.02, 0.08, 0.09], [-0.10, -0.08, -0.04], [0.01, -0.17, -0.12], [0.01, 0.05, 0.04], [0.00, -0.01, -0.09], [-0.04, -0.05, 0.02], [-0.41, -0.23, 0.25], [0.34, 0.27, -0.22], [-0.53, -0.18, 0.49], [-1.65, -1.13, 0.08], [-0.41, 0.15, 0.20], [-0.07, 0.10, 0.15], [-0.01, 0.12, 0.06], [0.09, -0.01, -0.05], [0.06, 0.01, -0.04], [0.30, -0.01, -0.23], [-0.06, -0.11, -0.20], [0.10, -0.26, 0.08], [-0.36, 0.71, -0.19], [0.23, 0.26, 0.42], [-0.09, -0.12, -0.17], [0.02, -0.31, 0.00], [-0.07, -0.09, -0.17], [0.25, 0.16, 0.27], [-0.36, 0.26, -0.16], [-0.05, 0.06, -0.07], [-0.04, 0.07, 0.00], [0.00, -0.01, 0.08], [-0.01, 0.05, -0.02]], "e_lumo_ev": -4.69, "charge": 2, "homo_lumo_gap_ha": 0.34072, "max_force_ev_per_a": 2.00}